1.
Entry from the Open Molecules 2025 dataset: an isolated molecule of C2H4N4OS (the ωB97M-V functional and the def2-TZVPD basis).

The geometry in ORCA input format:
```
! wB97M-V def2-TZVPD RIJCOSX def2/J DEFGRID3
* xyz 0 1
N 2.89744 -0.76785 -0.24014
S 1.46124 -1.56002 0.40104
C 0.26431 -0.30578 0.28007
N 0.28946 0.96207 0.19312
N -0.94835 1.52630 0.07107
N -2.01096 0.50078 0.26925
C -1.48459 -0.75753 0.09214
O -1.92222 -1.83676 -0.10418
H 2.46416 0.11876 -0.16364
H 2.94707 -0.99488 -1.25503
H -1.11004 2.31040 0.69167
H -2.84754 0.80451 -0.23536
*
```

- Strongest force on any atom: 4.21 eV/A
- Energy relative to the best compared isomer or geometry (same formula, charge and spin): 47.58 kcal per mole
- Kohn-Sham gap: 0.340 Eh
- Molecular weight: 132.148 g/mol
- SMILES: NSc1n[nH][nH]c1=O

Results of the natural (NBO) charge analysis, in e, for atoms 1 through 8:
1 N -0.906
2 S 0.457
3 C -0.123
4 N -0.297
5 N -0.272
6 N -0.506
7 C 0.667
8 O -0.546

2.
Entry from the Open Molecules 2025 dataset: an isolated molecule of C2H4N4OS (the ωB97M-V functional and the def2-TZVPD basis).

The geometry in ORCA input format:
```
! wB97M-V def2-TZVPD RIJCOSX def2/J DEFGRID3
* xyz 0 1
C -1.07413 -1.20647 -0.79435
N 0.10246 -0.41778 -0.47765
N 1.16239 -1.11451 -0.19611
N 1.83420 -0.55438 0.76532
C 1.13613 0.59509 1.16865
O 1.45811 1.56203 1.83550
N -0.12668 0.57296 0.53222
S -0.83544 2.00151 0.10274
H -0.62640 -1.92215 -1.50082
H -1.90126 -0.46821 -1.18758
H -1.47366 -1.69846 0.15329
H 0.34428 2.65037 -0.40122
*
```

- Strongest force on any atom: 2.68 eV/A
- Energy relative to the best compared isomer or geometry (same formula, charge and spin): 48.67 kcal per mole
- Kohn-Sham gap: 0.352 Eh
- Molecular weight: 132.148 g/mol
- SMILES: Cn1nnc(=O)n1S

Results of the natural (NBO) charge analysis, in e, for atoms 1 through 8:
1 C -0.435
2 N -0.058
3 N 0.073
4 N -0.291
5 C 0.681
6 O -0.561
7 N -0.468
8 S 0.252

3.
Entry from the Open Molecules 2025 dataset: the ion C2H4N4P with charge -1 (the ωB97M-V functional and the def2-TZVPD basis).

The geometry in ORCA input format:
```
! wB97M-V def2-TZVPD RIJCOSX def2/J DEFGRID3
* xyz -1 3
C -0.35433 0.84012 0.28516
C 0.53997 -1.50096 -1.12822
N -0.16821 1.83603 2.31827
N -0.74028 0.79175 1.89108
N 0.37537 1.91635 0.20533
N 0.55268 2.46961 1.40892
P -0.86085 -0.23524 -1.02541
H 0.22489 -2.20658 -1.91763
H 0.87540 -2.01971 -0.25380
H 1.26496 -0.87896 -1.69582
H -1.70959 -1.01242 -0.08788
*
```

- ⟨S²⟩: 2.0210
- Strongest force on any atom: 3.73 eV/A
- Energy relative to the best compared isomer or geometry (same formula, charge and spin): 0.00 kcal per mole
- Kohn-Sham gap (spin up / spin down): 0.168 / 0.256 Eh
- Molecular weight: 115.056 g/mol

Results of the natural (NBO) charge analysis, in e, for atoms 1 through 8:
1 C -0.070
2 C -0.985
3 N -0.183
4 N -0.240
5 N -0.516
6 N -0.007
7 P 0.442
8 H 0.194

4.
Entry from the Open Molecules 2025 dataset: a cluster of 2 separate species, C2H4N4S in total (the ωB97M-V functional and the def2-TZVPD basis).

The geometry in ORCA input format:
```
! wB97M-V def2-TZVPD RIJCOSX def2/J DEFGRID3
* xyz 0 1
C -0.49371 1.39383 -0.01805
C 0.90170 -1.13004 -0.03875
N -1.41787 0.67390 -0.03366
N 1.79224 -0.40015 -0.11056
N 0.65199 2.00737 0.07108
N -0.03661 -2.03764 -0.02139
S -2.68201 -0.26582 0.01558
H 0.76209 2.86837 -0.44826
H 1.45718 1.35559 0.05583
H 0.06503 -2.76219 0.67526
H -1.00002 -1.70324 -0.14708
*
```

- Strongest force on any atom: 4.17 eV/A
- Energy relative to the best compared isomer or geometry (same formula, charge and spin): 46.37 kcal per mole
- Kohn-Sham gap: 0.316 Eh
- Molecular weight: 116.149 g/mol

Results of the natural (NBO) charge analysis, in e, for atoms 1 through 8:
1 C 0.563
2 C 0.487
3 N -0.456
4 N -0.502
5 N -0.827
6 N -0.858
7 S -0.111
8 H 0.413

Repeat the second record exactly.
Entry from the Open Molecules 2025 dataset: an isolated molecule of C2H4N4OS (the ωB97M-V functional and the def2-TZVPD basis).

The geometry in ORCA input format:
```
! wB97M-V def2-TZVPD RIJCOSX def2/J DEFGRID3
* xyz 0 1
C -1.07413 -1.20647 -0.79435
N 0.10246 -0.41778 -0.47765
N 1.16239 -1.11451 -0.19611
N 1.83420 -0.55438 0.76532
C 1.13613 0.59509 1.16865
O 1.45811 1.56203 1.83550
N -0.12668 0.57296 0.53222
S -0.83544 2.00151 0.10274
H -0.62640 -1.92215 -1.50082
H -1.90126 -0.46821 -1.18758
H -1.47366 -1.69846 0.15329
H 0.34428 2.65037 -0.40122
*
```

- Strongest force on any atom: 2.68 eV/A
- Energy relative to the best compared isomer or geometry (same formula, charge and spin): 48.67 kcal per mole
- Kohn-Sham gap: 0.352 Eh
- Molecular weight: 132.148 g/mol
- SMILES: Cn1nnc(=O)n1S

Results of the natural (NBO) charge analysis, in e, for atoms 1 through 8:
1 C -0.435
2 N -0.058
3 N 0.073
4 N -0.291
5 C 0.681
6 O -0.561
7 N -0.468
8 S 0.252